No. 1
DFT (ωB97M-V/def2-TZVPD) results for an isolated ion of composition C2H2NO3 and charge -1.

**Energy above the lowest of the compared OMol25 structures with the same formula, charge and spin**: 121.0 kJ/mol
**Lowest unoccupied orbital energy**: 4.23 eV
**Spin multiplicity**: 1
**HOMO-LUMO gap**: 0.32751 hartree
**Charge**: -1
**Structure (SMILES)**: O=CNC(=O)[O-]

Each line ends with the Mulliken charge.
Geometry (Å):
O (-0.404555, 1.965029, -1.245127)  -0.54
C (0.122653, 1.019385, -0.767451)  0.02
N (0.228493, 0.385189, 0.537087)  -0.19
C (-0.138841, -1.133472, 0.460852)  0.58
O (-0.792037, -1.404260, 1.503009)  -0.71
O (0.178401, -1.847700, -0.567064)  -0.70
H (0.605566, 0.312404, -1.406714)  0.29
H (0.200321, 0.703428, 1.485411)  0.24

Atoms 1-2, force components in eV/Å:
-0.997 2.702 0.490
1.168 -3.474 2.539

No. 2
DFT (ωB97M-V/def2-TZVPD) results for a 2-piece molecular cluster, C2H2NO3S overall.

**Energy above the lowest of the compared OMol25 structures with the same formula, charge and spin**: 402.5 kJ/mol
**Lowest unoccupied orbital energy (spin up / spin down)**: 3.05 / 2.72 eV
**Spin multiplicity**: 1
**HOMO-LUMO gap (spin up / spin down)**: 0.28778 / 0.27183 hartree
**Charge**: -1

Each line ends with the Mulliken charge.
Geometry (Å):
C (-1.911591, 0.072677, -0.021827)  0.06
C (-2.700346, -1.231682, -0.149974)  0.63
N (0.420867, 0.018392, -0.592085)  -0.56
O (-3.507008, -1.018357, -1.067591)  -0.62
O (-2.505898, -2.169379, 0.591614)  -0.66
O (-1.468740, 2.621973, -0.144746)  -0.60
S (-2.519011, 1.568433, -0.135116)  0.27
H (0.633717, -0.489559, 0.267946)  0.22
H (0.465126, 1.010278, -0.350740)  0.26

Atoms 1-2, force components in eV/Å:
1.344 0.683 -0.649
-0.020 0.800 -0.375

| no. | E_tot (a.u.) |
| --- | --- |
| 1 | -357.95304 |
| 2 | -755.98663 |